Molecular formula: C8H20N3O
Method: DFT, ωB97M-V with the def2-TZVPD basis set

total charge	+1
E_LUMO	-0.1600	Eh
HOMO energy	-13.445	eV
structure (SMILES)	[H]/N=[N+](\OC)N(CCC)C(C)(C)C
E_tot	-15125.5530	eV
relative energy (zero: lowest compared OMol25 entry of this formula, charge and spin)	523.0	kJ/mol
largest force on an atom	4.8	eV Å⁻¹

Geometry (Å):
H 0.197 2.713 1.882
N 0.254 2.262 0.980
N 0.035 1.049 1.114
O -0.506 0.401 2.163
C -0.865 1.263 3.215
N 0.175 0.126 0.075
C -0.067 -1.193 0.569
C -1.561 -1.788 0.695
C -1.692 -2.421 -0.694
C 0.819 0.498 -1.137
C 1.430 -0.782 -1.744
C -0.336 1.208 -2.058
C 2.073 1.386 -0.976
H -1.451 2.097 2.968
H 0.034 1.539 3.802
H -1.436 0.517 3.789
H 0.462 -1.335 1.477
H 0.418 -1.948 -0.146
H -1.390 -2.597 1.342
H -2.218 -0.986 0.917
H -1.631 -1.800 -1.554
H -0.823 -3.126 -0.702
H -2.628 -3.010 -0.777
H 2.036 -1.376 -0.983
H 0.674 -1.489 -1.929
H 2.006 -0.400 -2.701
H 0.318 1.775 -2.779
H -0.775 1.987 -1.357
H -0.893 0.557 -2.677
H 1.909 2.426 -0.487
H 2.851 0.929 -0.289
H 2.580 1.517 -1.994

***

Molecular formula: C12H8N
Method: DFT, ωB97M-V with the def2-TZVPD basis set

total charge	+1
E_LUMO (alpha / beta)	-0.2027 / -0.2027	Eh
HOMO energy (alpha / beta)	-12.204 / -12.203	eV
E_tot	-14049.7112	eV
relative energy (zero: lowest compared OMol25 entry of this formula, charge and spin)	0.0	kJ/mol
largest force on an atom	4.3	eV Å⁻¹

Geometry (Å):
C -1.641 -2.343 -0.112
C -0.281 -2.403 -0.017
C 2.901 -0.601 0.019
C 2.459 0.745 -0.203
C 1.981 -1.590 0.128
C 1.162 1.083 -0.160
C -3.611 0.473 -0.059
C -3.525 1.706 -0.316
C 0.554 -1.292 0.153
C 0.153 0.149 0.015
C -1.104 0.528 0.087
C -2.250 1.003 0.605
N -2.801 -2.383 -0.187
H 0.223 -3.345 0.089
H 3.974 -0.704 0.027
H 3.235 1.335 -0.471
H 2.198 -2.634 0.529
H 0.818 2.073 -0.436
H -3.991 -0.489 -0.070
H -3.831 2.776 -0.523
H -2.387 1.385 1.555

***

Molecular formula: C2H7NOS
Method: DFT, ωB97M-V with the def2-TZVPD basis set

E_LUMO	0.0317	Eh
HOMO energy	-8.495	eV
structure (SMILES)	C=O.CNS
E_tot	-16558.2413	eV
relative energy (zero: lowest compared OMol25 entry of this formula, charge and spin)	244.2	kJ/mol
largest force on an atom	2.6	eV Å⁻¹

Geometry (Å):
C 2.150 -1.023 0.157
O 2.286 0.165 -0.022
H 2.064 -1.503 1.221
H 2.139 -1.673 -0.743
C -0.765 1.264 -0.525
N -0.912 0.255 0.471
S -1.333 -1.359 0.328
H -0.246 1.049 -1.414
H -1.770 1.630 -0.906
H -0.300 2.040 0.036
H -0.696 0.443 1.467
H -2.617 -1.287 -0.069

***

Which formula does entry 1 have?
C8H20N3O

***

Which of these has the lowest largest force on an atom?
C2H7NOS

***

The highest E_tot belongs to which entry?
C12H8N

***

The highest relative energy (zero: lowest compared OMol25 entry of this formula, charge and spin) belongs to which entry?
C8H20N3O